[1]
Formula: C7H10
Source: OMol25
Level of theory: the ωB97M-V functional and the def2-TZVPD basis

Each line ends with the natural charge from an NBO analysis.
Cartesian coordinates (Å):
C: 0.304 1.441 -2.091  -0.44
C: 0.124 0.521 -1.146  0.04
C: 0.391 1.128 0.308  -0.45
C: -0.447 0.125 1.134  -0.26
C: -0.507 -1.100 2.095  -0.31
C: -0.009 -1.168 0.518  -0.23
C: -0.113 -1.138 -0.970  -0.43
H: -0.136 1.112 -3.125  0.19
H: 0.544 2.600 -2.046  0.23
H: 0.387 2.220 0.609  0.23
H: 1.456 0.851 0.525  0.20
H: -1.414 0.266 0.883  0.18
H: 0.302 -1.429 2.681  0.20
H: -1.477 -1.417 2.494  0.21
H: 1.081 -1.141 0.853  0.17
H: -1.143 -1.178 -1.122  0.23
H: 0.657 -1.694 -1.600  0.25

Summary:
DFT total energy ... -7415.18503 eV
SMILES ... C=C1C[C@@H]2C[C@H]2C1
Maximum force ... 4.806 eV Å⁻¹
Multiplicity ... 1
HOMO level ... -0.32756 Eh

[2]
Formula: C7H10
Source: OMol25
Level of theory: the ωB97M-V functional and the def2-TZVPD basis

Each line ends with the natural charge from an NBO analysis.
Cartesian coordinates (Å):
C: 1.594 -0.171 1.244  -0.61
C: 1.105 0.284 -0.107  -0.26
C: 0.149 -0.462 -1.059  -0.25
C: -0.443 -1.810 -0.672  -0.61
C: -0.262 0.725 -0.293  0.15
C: -1.310 1.541 -0.029  -0.43
C: -2.059 2.061 1.021  -0.14
H: 2.439 -0.862 1.170  0.21
H: 1.907 0.712 1.811  0.22
H: 0.781 -0.646 1.798  0.22
H: 1.830 0.859 -0.689  0.23
H: 0.402 -0.376 -2.115  0.22
H: -1.370 -2.021 -1.213  0.22
H: 0.269 -2.611 -0.905  0.21
H: -0.666 -1.869 0.398  0.22
H: -1.752 1.696 -1.026  0.26
H: -2.616 2.950 0.668  0.13

Summary:
DFT total energy ... -7415.03381 eV
Maximum force ... 1.367 eV Å⁻¹
Multiplicity ... 1
HOMO level (spin up / spin down) ... -0.31362 / -0.28420 Eh

[3]
Formula: C7H10
Source: OMol25
Level of theory: the ωB97M-V functional and the def2-TZVPD basis

Each line ends with the natural charge from an NBO analysis.
Cartesian coordinates (Å):
C: -0.233 1.351 1.575  -0.61
C: -0.091 0.291 0.514  -0.19
C: 0.984 0.393 -0.621  -0.39
C: 0.102 -0.655 -1.308  -0.24
C: -1.104 0.103 -0.681  -0.38
C: 0.251 -1.786 -0.273  -0.55
C: -0.155 -1.144 0.980  0.15
H: -1.109 1.137 2.194  0.22
H: 0.647 1.336 2.229  0.22
H: -0.329 2.352 1.142  0.20
H: 2.019 0.108 -0.397  0.20
H: 0.956 1.375 -1.106  0.21
H: 0.153 -0.870 -2.378  0.22
H: -2.032 -0.445 -0.487  0.21
H: -1.325 1.065 -1.158  0.21
H: 0.012 -2.821 -0.514  0.24
H: 1.268 -1.827 0.217  0.26

Summary:
DFT total energy ... -7416.68649 eV
Maximum force ... 0.664 eV Å⁻¹
Multiplicity ... 1
HOMO level ... -0.30957 Eh

[4]
Formula: C7H10
Source: OMol25
Level of theory: the ωB97M-V functional and the def2-TZVPD basis

Each line ends with the natural charge from an NBO analysis.
Cartesian coordinates (Å):
C: 0.274 -1.832 -0.784  -0.37
C: -0.988 -1.725 -0.359  -0.23
C: -1.668 -0.524 0.153  -0.23
C: -1.337 0.743 -0.121  -0.19
C: -0.104 1.239 -0.775  -0.24
C: 1.057 1.357 -0.128  -0.16
C: 1.349 0.798 1.236  -0.67
H: 1.001 -1.040 -0.667  0.20
H: 0.609 -2.724 -1.302  0.20
H: -1.639 -2.592 -0.468  0.20
H: -2.587 -0.693 0.714  0.21
H: -2.018 1.536 0.190  0.21
H: -0.188 1.607 -1.799  0.22
H: 1.878 1.868 -0.630  0.20
H: 2.275 0.210 1.203  0.22
H: 1.494 1.585 1.985  0.22
H: 0.547 0.140 1.581  0.23

Summary:
DFT total energy ... -7419.17393 eV
SMILES ... C=C/C=C\C=C/C
Maximum force ... 0.250 eV Å⁻¹
Multiplicity ... 1
HOMO level ... -0.32347 Eh

[5]
Formula: C7H10
Source: OMol25
Level of theory: the ωB97M-V functional and the def2-TZVPD basis

Each line ends with the natural charge from an NBO analysis.
Cartesian coordinates (Å):
C: 1.977 0.265 0.148  -0.59
C: 0.561 -0.401 -0.210  -0.07
C: 0.094 1.241 0.028  -0.21
C: -1.184 1.088 0.228  -0.22
C: -1.484 -0.372 0.038  -0.25
C: -0.621 -0.696 -1.242  -0.36
C: -0.368 -1.098 0.829  -0.40
H: 2.528 0.432 -0.766  0.22
H: 2.075 1.253 0.692  0.20
H: 2.396 -0.422 0.850  0.21
H: 0.611 2.217 -0.017  0.22
H: -1.874 1.896 0.333  0.21
H: -2.539 -0.639 0.132  0.21
H: -0.707 -0.013 -2.087  0.21
H: -0.792 -1.732 -1.575  0.21
H: -0.169 -0.825 1.863  0.20
H: -0.504 -2.196 0.756  0.21

Summary:
DFT total energy ... -7415.92135 eV
SMILES ... C[C@]12C=C[C@@H](C1)C2
Maximum force ... 4.743 eV Å⁻¹
Multiplicity ... 1
HOMO level ... -0.31396 Eh

[6]
Formula: C7H10
Source: OMol25
Level of theory: the ωB97M-V functional and the def2-TZVPD basis

Each line ends with the natural charge from an NBO analysis.
Cartesian coordinates (Å):
C: -2.275 -1.090 -0.429  -0.34
C: -1.655 -0.589 0.642  -0.32
C: 2.246 -1.892 0.235  -0.51
C: 1.194 -1.171 -0.203  -0.14
C: -0.544 1.693 0.285  -0.27
C: -0.784 0.400 0.460  0.15
C: 0.735 2.349 -0.268  -0.63
H: -2.835 -1.971 -0.275  0.19
H: -1.782 -0.919 -1.354  0.19
H: -2.050 -0.773 1.600  0.22
H: 2.618 -1.829 1.202  0.20
H: 2.850 -2.696 -0.393  0.21
H: 0.517 -1.508 -1.050  0.17
H: -1.430 2.393 0.690  0.22
H: 1.721 1.848 0.032  0.23
H: 0.792 3.357 0.135  0.21
H: 0.683 2.398 -1.309  0.22

Summary:
DFT total energy ... -7413.76447 eV
Maximum force ... 5.025 eV Å⁻¹
Multiplicity ... 1
HOMO level (spin up / spin down) ... -0.28354 / -0.31465 Eh

> Which formula does entry 3 have?

C7H10